Here is 2 unconnected molecules or ions with the total composition C2H4ClOP from the OMol25 dataset. Energies are from wB97M-V/def2-TZVPD.

Geometry as XYZ:
```
9
Properties=species:S:1:pos:R:3:forces:R:3:mulliken_charge:R:1
C -0.27298 1.19530 1.53134 4.24 -0.20 -2.39 -0.093
C 0.78767 -0.76716 -0.97500 0.69 1.87 -2.74 -0.639
O -1.12732 1.50881 0.78243 -1.47 0.78 -0.18 -0.336
P -0.44168 -0.25085 -1.98031 1.60 0.59 0.29 0.183
Cl -1.84216 -1.48212 -1.28331 -1.57 -0.72 0.20 -0.206
H 0.87870 1.33414 1.25710 -1.69 0.64 0.38 0.160
H -0.29155 0.48889 2.29307 -1.17 -1.16 2.28 0.285
H 1.83476 -0.41852 -1.17372 -1.11 -0.47 0.67 0.298
H 0.47457 -1.60849 -0.45158 0.47 -1.33 1.50 0.348
```
Positions in Å, forces in eV/Å.

2S+1: 1
SMILES: C=PCl.C=O
Energy above the lowest of the compared OMol25 structures with the same formula, charge and spin: 2.449 eV
HOMO-LUMO gap: 9.370 eV
LUMO energy: -0.14 eV